1.
The following is a quantum chemistry calculation of a 2-piece molecular cluster, C2H2FN3S overall, from the OMol25 dataset.

ORCA input file:
```
! wB97M-V def2-TZVPD RIJCOSX def2/J DEFGRID3
* xyz 0 1
C 1.334 -1.505 -0.389
C 2.262 1.078 -0.163
N 0.531 -1.520 0.498
N 1.227 1.601 -0.459
N -0.288 -1.028 1.251
F 2.361 -2.263 -0.665
S 3.616 0.631 0.448
H 0.584 1.612 -1.220
H -1.231 -1.408 1.195
*
```

## Properties
Energy above the lowest of the compared OMol25 structures with the same formula, charge and spin ... 76.5 kcal per mole
DFT total energy ... -20124.859 eV


2.
The following is a quantum chemistry calculation of a 2-piece molecular cluster, C2H2FN3S2 overall, from the OMol25 dataset.

ORCA input file:
```
! wB97M-V def2-TZVPD RIJCOSX def2/J DEFGRID3
* xyz 0 1
C 1.786 -1.385 -0.090
C -0.324 0.062 0.359
N 2.252 -0.760 -0.977
N 0.003 1.146 0.656
N 2.416 -0.211 -2.010
F 2.061 -2.021 0.992
S -2.718 -0.730 -0.908
S -0.814 -1.401 -0.329
H 2.416 0.885 -2.099
H -3.179 -1.834 -1.608
*
```

## Properties
Energy above the lowest of the compared OMol25 structures with the same formula, charge and spin ... 82.9 kcal per mole
DFT total energy ... -30958.920 eV


3.
The following is a quantum chemistry calculation of a 2-piece molecular cluster, C2H2FNO2 overall, from the OMol25 dataset.

ORCA input file:
```
! wB97M-V def2-TZVPD RIJCOSX def2/J DEFGRID3
* xyz 0 1
C 0.763 -0.105 0.650
C 0.317 -0.261 -0.759
N -1.688 -0.003 0.176
O 1.019 -0.942 1.432
O -1.820 1.102 0.446
F 0.247 -1.445 -1.369
H 0.753 1.075 0.984
H 0.410 0.580 -1.560
*
```

## Properties
Energy above the lowest of the compared OMol25 structures with the same formula, charge and spin ... 118.3 kcal per mole
DFT total energy ... -10404.053 eV